Entry from the Open Molecules 2025 dataset: 26 unconnected molecules or ions with the total composition C73H214N34O26 at a distorted geometry (the ωB97M-V functional and the def2-TZVPD basis).

The calculation puts the energy above the lowest of the compared OMol25 structures with the same formula, charge and spin at 7.906 eV. As for the total charge: 0. The value obtained for the HOMO energy is -8.2 eV. The total energy comes out at -183061.747 eV. Its LUMO energy is -0.121 eV.

Each line ends with the Mulliken charge.
Element x y z (Å)
O -4.198 -0.706 4.035  -0.30
H -4.400 0.215 4.200  0.21
H -4.173 -1.106 4.904  0.20
C 6.366 -0.439 0.200  0.56
C 7.225 -1.432 -0.624  0.20
C 7.791 -2.612 0.201  -1.73
O 6.804 -3.379 0.877  -0.53
C 7.227 -4.740 1.235  -1.11
N 6.319 -2.016 -1.599  1.67
H 6.127 0.434 -0.408  -0.75
H 7.052 -0.027 0.940  0.60
H 5.451 -0.849 0.629  -0.46
H 8.018 -0.917 -1.168  0.49
H 8.423 -2.226 1.000  0.57
H 8.491 -3.182 -0.412  0.62
H 7.852 -5.298 0.538  0.34
H 6.297 -5.292 1.376  0.34
H 7.619 -4.885 2.242  0.33
H 5.568 -2.420 -1.058  -0.45
H 5.865 -1.314 -2.166  -0.59
C 5.984 2.596 2.696  -0.45
C 7.391 2.949 2.430  0.12
C 7.354 4.445 1.756  -0.93
O 6.594 4.504 0.526  -0.13
C 6.955 3.479 -0.411  0.20
N 8.087 2.899 3.652  -0.68
H 5.620 3.292 3.452  -0.26
H 5.874 1.711 3.323  0.41
H 5.362 2.831 1.832  0.04
H 7.803 2.176 1.781  0.49
H 8.361 4.783 1.512  0.45
H 7.082 5.154 2.538  0.27
H 6.101 3.452 -1.088  -0.65
H 7.121 2.474 -0.023  0.15
H 7.715 3.919 -1.056  0.35
H 8.079 1.933 3.948  0.26
H 8.977 3.241 3.321  0.33
C -2.051 5.554 3.424  -1.57
C -2.492 5.141 1.987  1.59
C -3.827 4.427 1.844  -0.68
O -4.037 3.944 0.487  0.55
C -5.415 3.675 0.182  -0.59
N -2.370 6.364 1.112  -0.75
H -2.534 6.471 3.762  0.44
H -1.029 5.933 3.391  0.31
H -2.128 4.720 4.120  0.22
H -1.695 4.508 1.597  -0.53
H -4.531 5.217 2.102  0.45
H -3.913 3.559 2.499  -0.03
H -5.221 3.263 -0.808  0.19
H -6.022 4.577 0.256  0.39
H -5.877 2.882 0.770  -0.21
H -1.424 6.546 0.808  0.33
H -2.821 6.142 0.236  0.07
C -1.788 -9.805 1.715  -1.44
C -0.712 -8.791 1.441  0.21
C -0.915 -7.288 1.684  0.44
O -1.126 -7.029 3.094  -0.46
C -0.741 -5.760 3.532  -0.24
N 0.439 -9.250 2.244  -0.79
H -1.601 -10.878 1.672  0.34
H -2.673 -9.634 1.102  0.31
H -2.076 -9.459 2.707  0.26
H -0.586 -8.896 0.364  0.38
H -1.747 -6.906 1.093  0.25
H -0.009 -6.791 1.337  -0.37
H -0.865 -5.967 4.595  0.42
H -1.479 -5.008 3.250  -0.36
H 0.287 -5.488 3.290  0.39
H 0.199 -9.097 3.213  0.32
H 1.261 -8.663 2.220  0.29
C -2.714 8.888 -3.830  -1.39
C -3.702 8.079 -3.005  0.24
C -3.137 6.887 -2.380  -0.54
O -2.873 5.855 -3.361  -0.34
C -2.367 4.705 -2.795  -0.10
N -4.212 8.916 -1.950  -0.72
H -1.892 9.255 -3.215  0.31
H -3.268 9.697 -4.307  0.41
H -2.357 8.385 -4.728  0.33
H -4.616 7.759 -3.505  0.28
H -3.796 6.510 -1.598  0.43
H -2.244 7.179 -1.827  0.20
H -1.363 4.924 -2.432  0.22
H -2.370 3.737 -3.296  0.13
H -2.855 4.409 -1.866  -0.06
H -3.381 9.069 -1.398  0.27
H -4.469 9.864 -2.187  0.27
C -1.115 2.224 -5.581  -1.29
C -2.246 1.631 -6.417  0.38
C -1.998 1.958 -7.920  -1.21
O -3.210 1.897 -8.503  -0.37
C -3.095 1.629 -9.949  -0.83
N -2.431 0.270 -6.029  -0.30
H -1.092 2.138 -4.495  -0.33
H -1.190 3.297 -5.755  0.53
H -0.129 1.856 -5.867  0.57
H -3.167 2.144 -6.142  0.23
H -1.374 1.157 -8.317  0.42
H -1.522 2.913 -8.141  0.48
H -2.489 0.771 -10.240  0.33
H -2.724 2.527 -10.444  0.35
H -4.118 1.685 -10.321  0.28
H -1.588 -0.222 -6.286  0.29
H -3.018 -0.040 -6.790  0.25
C 6.641 -6.375 -2.137  -1.49
C 6.590 -5.195 -3.212  0.25
C 5.281 -4.525 -3.427  0.55
O 5.266 -3.627 -4.502  -0.50
C 4.039 -2.906 -4.608  -0.43
N 7.651 -4.282 -2.923  -0.78
H 6.038 -7.207 -2.500  0.45
H 6.081 -6.040 -1.264  0.11
H 7.624 -6.716 -1.812  0.38
H 6.997 -5.592 -4.142  0.46
H 5.031 -3.980 -2.516  -0.67
H 4.599 -5.355 -3.612  0.45
H 3.165 -3.514 -4.841  0.43
H 4.226 -2.127 -5.346  0.34
H 3.795 -2.471 -3.638  -0.05
H 7.393 -3.504 -3.513  0.43
H 7.298 -3.777 -2.123  -0.21
C -2.476 0.491 0.328  -1.82
C -1.039 0.133 -0.058  1.98
C -0.153 0.646 1.017  -0.99
O 1.229 0.404 0.649  1.38
C 2.223 0.276 1.611  0.42
N -0.874 -1.324 -0.306  1.73
H -2.911 0.060 1.229  -0.23
H -3.213 0.170 -0.408  0.10
H -2.498 1.575 0.435  0.57
H -0.736 0.608 -0.992  -0.31
H -0.394 0.165 1.965  0.01
H -0.250 1.707 1.249  -0.26
H 2.134 -0.731 2.019  -0.22
H 2.111 1.021 2.399  -0.58
H 3.216 0.443 1.193  -0.30
H 0.072 -1.489 -0.617  -0.39
H -0.738 -1.835 0.555  -1.56
C -9.596 1.478 -3.949  -1.57
C -8.992 0.685 -2.711  0.31
C -8.831 -0.796 -2.995  -0.32
O -10.071 -1.589 -2.784  -0.39
C -9.930 -2.946 -3.123  -0.73
N -7.815 1.329 -2.218  -0.50
H -9.199 1.139 -4.906  0.31
H -9.424 2.542 -3.789  0.42
H -10.670 1.292 -3.949  0.37
H -9.669 0.705 -1.856  0.49
H -8.121 -1.285 -2.328  0.24
H -8.461 -0.804 -4.020  0.24
H -10.546 -3.613 -2.522  0.30
H -8.933 -3.349 -2.944  0.23
H -10.010 -3.072 -4.203  0.30
H -7.701 1.215 -1.221  0.37
H -7.039 0.758 -2.522  -0.21
C 4.265 6.012 -1.886  -1.43
C 2.953 6.194 -1.200  2.18
C 3.255 6.104 0.345  -0.86
O 2.090 5.655 1.003  -0.43
C 2.041 4.219 1.248  0.72
N 2.398 7.460 -1.440  -0.79
H 4.169 6.015 -2.972  0.25
H 4.707 5.068 -1.567  -0.16
H 5.078 6.696 -1.639  0.55
H 2.294 5.365 -1.458  -0.64
H 3.491 7.106 0.702  0.46
H 4.158 5.550 0.601  -0.27
H 1.084 3.918 1.675  -0.30
H 2.748 3.976 2.041  -0.07
H 2.356 3.689 0.349  0.08
H 3.047 8.220 -1.293  0.31
H 1.696 7.614 -0.730  0.28
C -1.793 -6.892 -1.850  -0.83
C -2.296 -6.943 -3.247  0.41
C -1.719 -5.919 -4.252  -0.81
O -2.212 -4.609 -3.998  -0.57
C -1.920 -3.684 -5.132  -0.84
N -2.322 -8.323 -3.653  -0.76
H -2.443 -7.570 -1.297  0.47
H -1.715 -5.886 -1.437  -0.14
H -0.734 -7.146 -1.809  0.26
H -3.345 -6.652 -3.299  0.26
H -2.156 -6.275 -5.185  0.34
H -0.637 -5.784 -4.235  0.30
H -2.539 -2.788 -5.124  0.12
H -2.013 -4.160 -6.108  0.55
H -0.883 -3.360 -5.038  0.19
H -2.571 -8.513 -4.613  0.28
H -3.149 -8.676 -3.194  0.31
C 7.512 2.221 -4.893  -1.69
C 6.987 1.053 -4.083  0.85
C 5.489 1.214 -3.657  -0.07
O 5.162 0.268 -2.589  -0.01
C 3.980 0.631 -1.845  0.26
N 7.203 -0.273 -4.649  -0.54
H 7.421 2.129 -5.976  0.38
H 8.574 2.345 -4.678  0.33
H 6.951 3.129 -4.670  0.36
H 7.537 1.198 -3.153  0.10
H 4.900 0.917 -4.524  0.02
H 5.320 2.144 -3.114  -0.38
H 4.067 1.488 -1.177  -0.10
H 3.800 -0.223 -1.191  -0.16
H 3.280 0.802 -2.663  0.15
H 6.613 -0.317 -5.467  0.41
H 6.624 -0.729 -3.958  -0.30
C 5.640 5.975 5.088  -1.56
C 4.159 6.034 4.548  1.47
C 3.318 5.000 5.121  -0.59
O 2.225 4.881 4.223  0.12
C 1.233 3.965 4.716  -0.15
N 3.673 7.357 4.876  -0.73
H 6.234 5.189 4.621  0.25
H 5.641 5.795 6.163  0.34
H 6.126 6.908 4.803  0.37
H 4.289 5.901 3.473  -0.57
H 2.973 5.189 6.138  0.45
H 3.799 4.022 5.106  -0.01
H 1.160 3.806 5.792  0.51
H 1.262 3.013 4.185  -0.11
H 0.240 4.219 4.346  -0.38
H 2.773 7.392 4.418  0.33
H 3.292 7.384 5.811  0.31
C 1.858 4.473 -6.219  -1.68
C 3.030 4.260 -5.321  0.78
C 2.736 3.283 -4.169  0.70
O 1.547 3.756 -3.431  -0.41
C 1.028 2.888 -2.433  0.56
N 4.100 3.666 -6.132  -0.68
H 0.954 4.799 -5.703  0.16
H 1.649 3.593 -6.826  0.40
H 2.005 5.273 -6.944  0.55
H 3.314 5.243 -4.944  0.02
H 3.582 3.236 -3.484  -0.75
H 2.565 2.311 -4.633  0.32
H 1.821 2.476 -1.809  0.15
H 0.522 2.097 -2.986  -0.45
H 0.223 3.364 -1.873  0.23
H 4.891 3.418 -5.555  0.08
H 4.445 4.328 -6.812  0.31
C 1.365 -4.890 -0.126  -1.67
C 1.964 -3.656 -0.821  1.25
C 1.222 -3.223 -2.141  -0.06
O 1.400 -1.791 -2.366  0.76
C 0.576 -1.198 -3.363  -0.21
N 1.887 -2.694 0.222  2.38
H 0.355 -4.631 0.191  0.10
H 1.975 -5.172 0.732  0.69
H 1.217 -5.653 -0.891  0.71
H 3.043 -3.756 -0.942  -0.74
H 0.167 -3.496 -2.121  -0.74
H 1.447 -3.964 -2.908  0.60
H 1.075 -0.240 -3.508  -0.50
H -0.478 -1.065 -3.119  -0.31
H 0.613 -1.872 -4.219  0.27
H 1.747 -1.790 -0.206  -1.51
H 1.068 -2.795 0.805  -0.30
C -6.214 -6.569 6.799  -1.37
C -6.728 -7.118 5.473  0.50
C -5.709 -6.776 4.283  -0.72
O -5.519 -5.303 4.341  -0.28
C -4.683 -5.011 3.271  -0.18
N -6.883 -8.530 5.676  -0.77
H -5.186 -6.812 7.067  0.28
H -6.929 -6.897 7.555  0.43
H -6.216 -5.482 6.887  0.31
H -7.684 -6.696 5.165  0.26
H -6.177 -7.137 3.367  0.32
H -4.791 -7.343 4.434  0.29
H -5.208 -5.246 2.346  0.33
H -3.708 -5.499 3.277  0.09
H -4.576 -3.927 3.278  -0.06
H -7.363 -8.722 6.543  0.26
H -6.022 -8.993 5.926  0.27
C -6.855 -0.537 1.067  0.46
O -7.669 0.116 0.511  -0.72
N -6.810 -0.664 2.382  -0.32
N -5.881 -1.189 0.473  0.53
H -6.017 -1.157 2.766  -0.05
H -7.364 -0.030 2.939  0.30
H -5.794 -1.061 -0.526  0.11
H -5.270 -1.824 0.966  -0.06
C -5.605 2.503 4.566  0.62
O -4.652 1.745 4.536  -0.53
N -5.887 3.399 5.477  -0.32
N -6.413 2.518 3.515  -0.20
H -6.540 4.151 5.314  0.17
H -5.348 3.435 6.330  0.21
H -7.185 3.168 3.557  0.14
H -6.106 1.860 2.814  -0.37
C -1.170 -2.511 2.882  0.20
O -0.152 -2.908 2.406  0.06
N -1.230 -2.054 4.078  -0.11
N -2.250 -2.373 2.306  2.41
H -0.354 -1.711 4.446  -0.14
H -2.085 -1.730 4.505  0.00
H -2.470 -2.495 1.328  -1.11
H -2.901 -1.887 2.906  -0.96
C -3.554 -3.499 -0.986  -0.19
O -3.721 -3.290 0.207  -0.54
N -4.350 -4.249 -1.646  -0.19
N -2.642 -2.983 -1.802  1.18
H -4.241 -4.314 -2.648  0.08
H -5.158 -4.512 -1.099  0.31
H -2.064 -2.190 -1.563  -0.19
H -2.411 -3.551 -2.605  -0.46
C -3.182 2.305 7.759  0.73
O -4.227 2.810 7.901  -0.77
N -2.553 1.844 8.813  -0.40
N -2.609 1.966 6.661  0.11
H -2.971 2.078 9.703  0.19
H -1.644 1.435 8.651  0.08
H -3.138 2.047 5.804  -0.10
H -1.674 1.590 6.721  0.18
C 0.249 0.362 8.225  1.17
O 0.102 1.402 7.556  -0.99
N 0.455 -0.855 7.761  -0.36
N -0.001 0.385 9.463  -0.48
H 0.634 -1.675 8.323  0.17
H 0.640 -0.887 6.768  0.03
H 0.304 -0.425 9.984  0.19
H -0.114 1.309 9.854  0.29
C 3.970 -3.331 3.165  0.55
O 4.783 -3.213 4.077  -0.85
N 2.720 -3.304 3.347  0.40
N 4.227 -3.487 1.935  0.74
H 1.992 -3.343 2.648  -0.65
H 2.316 -3.501 4.251  0.21
H 5.151 -3.422 1.532  0.31
H 3.466 -3.176 1.348  -0.62
C 2.458 0.070 5.224  0.80
O 1.378 -0.353 4.810  -0.51
N 3.594 -0.451 5.063  -0.17
N 2.595 1.181 5.995  -0.07
H 4.430 0.045 5.337  0.09
H 3.663 -1.326 4.564  -0.04
H 1.734 1.677 6.178  -0.17
H 3.522 1.504 6.232  0.11
C -4.734 0.084 -3.163  0.89
O -5.403 -0.175 -2.182  -0.66
N -3.584 -0.537 -3.426  0.61
N -4.985 0.964 -4.084  -0.32
H -3.127 -0.185 -4.255  -0.27
H -3.338 -1.379 -2.926  -0.29
H -4.437 1.205 -4.898  0.07
H -5.619 1.726 -3.890  0.29

Atomic forces in eV per Å
O 0.489 -1.840 -0.372
H -0.202 1.253 0.060
H -0.202 -0.130 0.294
C 1.979 0.683 0.101
C -2.205 -0.622 0.536
C 1.111 1.199 0.863
O 0.878 -1.628 -0.791
C -1.343 0.038 0.544
N -0.034 -0.832 -0.497
H -0.218 -0.256 -0.227
H -0.361 0.021 0.800
H 0.248 -0.227 0.116
H 0.247 -0.043 0.283
H 0.284 0.469 0.084
H -0.477 -0.499 -0.294
H 0.000 0.658 -0.428
H -0.229 -0.044 -0.578
H 0.681 1.017 0.089
H -0.219 -0.354 0.080
H 0.164 0.209 0.099
C -1.422 1.034 1.032
C -1.649 1.141 -1.926
C 1.359 -2.026 -0.168
O -0.007 -0.685 1.787
C -0.890 1.494 -0.749
N 0.864 1.462 0.493
H 0.006 0.700 0.015
H -0.210 -0.899 -1.087
H -0.355 -1.103 -0.023
H 0.191 0.356 -0.744
H 0.532 -0.307 -0.118
H -1.064 -0.035 -0.354
H -0.267 -0.356 0.043
H 0.283 0.358 0.056
H 0.792 -0.634 0.188
H 0.705 -0.005 0.212
H 1.026 -0.566 1.235
C -0.305 0.161 -0.885
C 2.210 0.724 -0.527
C 0.213 0.467 -0.787
O 0.069 0.886 1.715
C 1.509 -0.392 -0.496
N -1.283 -0.372 0.168
H -0.822 -0.348 0.130
H 0.342 -0.546 -0.209
H -0.060 0.183 0.172
H -0.035 -0.835 0.258
H -0.777 -0.211 -0.016
H 0.090 0.189 0.386
H -1.221 0.269 -0.333
H -0.034 0.040 -0.372
H 0.201 -0.061 0.320
H 0.438 -0.209 0.535
H -0.417 -0.041 -0.136
C -1.909 1.440 1.142
C 1.587 -0.444 -0.592
C -0.919 -0.466 0.836
O 0.202 -1.254 -2.154
C -0.810 -0.565 1.197
N 0.333 -0.205 -0.035
H 0.783 0.392 0.076
H -0.056 0.166 -0.207
H -0.591 -0.967 0.526
H 1.094 0.239 -0.187
H -0.271 0.209 -0.002
H 0.167 0.085 0.084
H 0.443 0.985 0.399
H 0.286 0.251 -0.272
H -0.021 0.085 -0.194
H -0.590 -0.349 0.339
H 0.202 0.324 -0.904
C -0.686 -0.407 -1.424
C -1.263 1.302 -1.301
C 0.742 -2.019 0.395
O -0.982 1.067 -0.435
C 0.983 -0.615 2.386
N 0.427 0.167 1.886
H -0.010 0.010 -0.079
H 0.054 0.522 0.461
H 0.478 -0.521 0.299
H 0.310 -0.042 -0.945
H -0.437 -0.225 -0.154
H 0.745 -0.147 -0.114
H 0.607 -0.254 -0.256
H -0.122 0.657 -1.275
H -0.688 0.332 0.366
H 0.009 0.247 0.948
H -0.222 -0.104 -0.787
C 0.130 1.047 -0.116
C 1.477 2.402 1.247
C 1.043 -0.951 1.708
O -1.938 -1.139 -3.168
C -1.177 1.990 0.902
N -0.284 -1.065 -1.718
H -0.824 -0.506 0.037
H 0.617 0.145 -0.019
H 0.084 0.063 -0.483
H -0.093 0.324 -0.152
H 0.624 -0.166 -0.070
H 0.321 0.231 0.488
H -0.278 -0.193 0.381
H 0.834 0.098 0.140
H -0.059 -1.035 0.099
H 0.695 -0.256 0.408
H -1.008 -0.853 0.045
C -1.831 1.163 -0.881
C 2.608 -2.301 -0.146
C -0.922 -0.919 0.495
O -0.096 0.170 -0.556
C 0.853 -0.039 0.630
N 0.007 1.591 0.852
H 0.238 -0.269 -0.126
H 0.150 0.162 0.366
H 0.045 0.352 -0.492
H -0.917 -0.686 -0.491
H -0.381 -0.101 0.251
H -0.803 0.073 0.066
H 0.102 -0.374 -0.488
H -0.305 -0.077 -0.007
H 0.048 0.429 0.173
H 0.839 0.478 -1.078
H 0.445 -0.029 1.096
C -0.341 0.231 -0.620
C -0.644 -0.978 0.145
C 2.120 -0.020 1.223
O -0.910 0.381 -1.759
C -0.417 -0.127 0.977
N 0.513 0.550 0.062
H 0.778 -0.154 0.416
H 0.175 0.245 -0.485
H -0.412 0.110 -0.059
H -0.308 0.255 -0.169
H 0.087 -0.497 0.202
H -0.266 0.333 -0.408
H 0.436 -0.004 0.506
H -0.098 0.034 0.345
H -0.084 -0.148 -0.420
H 0.073 0.567 -0.963
H -0.815 0.028 0.799
C -0.145 -0.883 1.564
C -1.962 0.507 0.261
C -0.625 -1.085 0.197
O 0.797 1.104 -0.264
C 1.057 0.036 -0.349
N 1.484 0.144 -0.602
H 0.246 0.066 0.026
H 0.062 -0.103 -0.137
H -0.097 0.056 -0.242
H -0.692 0.292 -0.260
H 0.386 0.361 0.020
H -0.079 -0.910 -0.395
H -0.639 0.448 -0.275
H 0.591 0.321 0.407
H -0.702 -0.260 -0.163
H -0.483 -0.099 0.330
H 0.436 0.237 -0.152
C 1.002 -0.730 -0.940
C 2.204 -0.629 2.445
C -0.345 -0.485 -0.583
O -0.623 -0.964 0.899
C 1.096 1.259 0.179
N -1.739 1.468 -0.903
H -0.017 -0.013 -0.090
H -0.188 -0.344 -0.235
H -0.365 0.634 0.243
H -0.245 0.211 -0.145
H -0.292 0.232 0.033
H -0.064 -0.736 -0.026
H -0.265 0.283 -0.632
H 0.309 0.011 0.003
H -0.458 -0.273 -0.146
H 0.453 -0.139 -0.121
H -0.505 0.116 -0.086
C 0.778 0.653 0.289
C -0.931 1.866 -0.883
C 0.006 -0.603 0.315
O -0.702 1.207 -1.651
C 0.456 -0.830 0.988
N 0.296 -1.333 -0.421
H 0.464 0.216 0.635
H -0.941 0.179 0.159
H -0.030 -0.924 -0.078
H -0.319 0.706 0.610
H 0.633 0.187 -0.591
H 0.275 -0.805 -0.381
H -0.323 -0.299 0.509
H -0.252 -0.337 0.164
H 0.146 -0.023 0.029
H 0.333 0.532 -0.517
H 0.120 -0.557 0.445
C -0.214 0.146 -0.775
C -0.745 1.250 0.803
C 0.949 -0.920 1.239
O 0.682 0.712 -0.280
C 0.760 -0.827 -1.184
N -0.318 0.685 0.921
H -0.085 -0.409 -0.110
H -0.091 0.230 -0.059
H 0.265 0.203 0.371
H 0.121 -0.788 0.347
H -0.634 0.812 -0.085
H -0.136 0.674 -1.101
H 0.395 0.461 -0.251
H -0.572 -0.064 -0.348
H -0.944 -0.046 0.773
H 0.037 -0.081 -0.623
H 0.315 -1.672 -0.037
C -0.770 -0.311 -0.542
C 3.649 1.055 1.090
C -0.882 -2.168 -0.843
O -1.621 -0.471 1.183
C -0.805 -0.162 -1.514
N -1.266 0.660 -0.858
H -0.183 -0.303 0.074
H 0.186 0.311 0.104
H -0.088 0.093 0.413
H -0.632 0.163 -0.132
H 0.068 0.298 0.201
H 0.482 -0.260 0.291
H 0.406 0.284 0.039
H 1.031 -0.562 0.312
H -0.045 1.058 0.317
H -0.300 0.523 -0.854
H 0.708 -0.190 0.812
C -1.211 0.364 -0.743
C 0.214 -0.090 0.138
C -1.571 1.130 0.525
O 1.207 0.303 -0.648
C 0.168 -0.382 -1.316
N 0.121 -0.285 0.240
H 0.050 -0.311 0.319
H -0.087 -0.244 0.203
H 0.520 0.113 -0.047
H 0.081 0.025 0.481
H 0.004 -0.039 0.072
H -0.175 -0.338 0.148
H -0.171 0.001 0.308
H 0.033 -0.708 0.252
H 0.454 0.442 0.150
H 0.184 0.004 0.115
H -0.062 0.105 -0.119
C -0.250 0.041 -1.858
C -0.686 -0.331 0.375
C -0.332 -0.233 1.028
O -0.011 -1.870 0.389
C 0.900 -0.731 0.121
N -0.156 2.193 0.498
H -0.016 0.101 0.280
H -0.031 -0.269 -0.228
H 0.351 -0.703 0.364
H 0.080 -0.539 -0.968
H -0.661 0.663 0.954
H 1.338 0.678 -0.959
H -0.388 0.046 -0.543
H -0.090 0.023 0.580
H 0.085 0.434 -0.583
H 0.658 0.637 0.248
H -0.291 -0.317 0.227
C -0.600 1.670 0.249
C 2.163 0.786 -0.314
C -1.971 0.637 2.454
O -0.075 -3.355 0.132
C -0.292 1.479 -0.869
N -0.277 -1.792 -0.560
H -0.064 -0.692 -0.218
H 0.284 -0.180 0.331
H -0.170 0.215 -0.349
H -0.043 0.114 0.310
H 0.091 0.478 -0.369
H 0.396 0.336 0.046
H 0.203 -0.153 -0.389
H 0.067 -0.134 0.221
H 0.405 0.038 -0.094
H -0.841 0.368 -0.033
H 0.757 0.206 -0.593
C 1.251 -0.915 0.876
O -2.942 2.578 -2.010
N -0.099 -0.212 2.906
N 1.667 -1.341 -1.665
H -0.252 0.456 0.567
H 0.131 -0.440 0.006
H 0.255 -0.159 -0.030
H 0.003 0.107 -0.401
C -0.454 0.565 -1.319
O 1.815 -0.817 1.081
N -0.062 1.546 2.174
N -0.823 -0.066 -0.584
H 0.137 -0.379 -0.029
H 0.300 -0.184 0.382
H -0.062 -0.636 -1.005
H -0.892 0.408 -0.517
C 2.373 0.193 0.606
O 4.452 -1.853 -2.341
N 1.338 1.529 6.459
N -7.286 0.735 -3.540
H -0.030 -0.045 0.312
H 0.407 0.173 -0.253
H -0.196 -0.604 -0.019
H -0.849 0.107 -1.038
C 1.284 1.935 1.220
O 0.232 0.660 1.121
N -3.425 -3.270 -1.491
N 1.872 1.150 -1.038
H -0.647 -0.228 0.274
H -0.129 -0.473 -0.716
H 0.500 -0.240 0.948
H 0.121 0.200 -0.031
C 1.469 -1.834 1.098
O -5.920 3.479 -0.229
N 1.906 -0.822 2.942
N 1.649 -0.421 -4.037
H 0.543 -0.220 -0.104
H -0.524 0.277 0.763
H 0.215 -0.080 -0.176
H -0.036 0.059 -0.595
C -0.350 0.926 -3.805
O 0.413 -0.318 -0.645
N 0.834 -1.412 -2.265
N -0.285 0.321 5.946
H -0.083 0.374 -0.143
H 0.177 -0.329 -0.250
H -0.357 0.600 0.650
H 0.250 -0.392 0.552
C 3.470 0.087 2.885
O 0.966 0.046 1.071
N -7.706 0.068 2.833
N 2.036 -0.486 -6.120
H 0.329 0.057 -0.236
H 0.463 0.403 0.095
H 0.061 0.351 0.419
H -0.074 -0.175 -0.758
C -2.895 2.551 1.333
O -0.586 -0.321 0.182
N 4.736 -3.394 -1.832
N -1.248 0.905 0.233
H -0.149 -0.594 -0.176
H 0.513 -0.151 0.004
H 0.394 0.278 0.365
H -0.673 0.290 0.137
C 1.790 -2.064 1.254
O -0.945 -0.001 0.770
N 1.171 -0.786 -0.087
N -2.413 4.313 -2.559
H 0.665 -0.709 -0.036
H -0.004 0.117 -0.089
H 0.385 -0.781 0.452
H -0.403 -0.334 0.334